[1]
{
  "formula": "C41H58F17N3O14",
  "method": "wB97M-V/def2-TZVPD",
  "species": ["C", "C", "N", "C", "O", "C", "C", "C", "C", "F", "F", "C", "F", "F", "C", "F", "F", "C", "F", "F", "C", "F", "F", "C", "F", "F", "C", "F", "F", "C", "F", "F", "F", "C", "O", "C", "O", "C", "C", "N", "C", "C", "C", "O", "N", "C", "C", "O", "C", "C", "O", "H", "H", "H", "H", "H", "H", "H", "H", "H", "H", "H", "H", "H", "H", "H", "H", "H", "H", "H", "H", "H", "H", "H", "H", "H", "H", "H", "H", "H", "H", "H", "H", "H", "H", "O", "C", "O", "C", "C", "C", "H", "H", "H", "H", "H", "H", "O", "C", "O", "C", "C", "C", "H", "H", "H", "H", "H", "H", "O", "C", "O", "C", "C", "C", "H", "H", "H", "H", "H", "H", "O", "C", "O", "C", "C", "C", "H", "H", "H", "H", "H", "H"],
  "xyz": [[-2.541, -3.234, -2.908], [-1.235, -4.012, -2.803], [-0.102, -3.202, -3.286], [0.508, -2.397, -2.235], [0.617, -1.059, -2.678], [1.614, -0.299, -2.020], [3.057, -0.757, -2.349], [3.156, -1.367, -3.745], [4.520, -1.930, -4.110], [5.373, -0.908, -4.400], [4.401, -2.667, -5.250], [5.185, -2.796, -3.005], [5.797, -1.964, -2.141], [4.241, -3.517, -2.359], [6.233, -3.815, -3.549], [5.563, -4.834, -4.122], [6.987, -3.231, -4.498], [7.195, -4.341, -2.430], [8.229, -3.487, -2.348], [6.560, -4.378, -1.242], [7.727, -5.769, -2.705], [8.158, -5.827, -3.979], [6.715, -6.657, -2.585], [8.899, -6.206, -1.758], [10.048, -6.080, -2.456], [9.010, -5.425, -0.670], [8.831, -7.689, -1.299], [8.689, -8.500, -2.353], [10.038, -7.958, -0.752], [7.745, -8.006, -0.200], [6.986, -9.024, -0.616], [8.319, -8.353, 0.943], [6.949, -6.959, 0.025], [1.340, -0.139, -0.507], [0.443, 0.958, -0.344], [-0.922, 0.626, -0.470], [-1.542, 0.761, 0.779], [-2.800, 1.428, 0.672], [-3.368, 1.593, 2.077], [-2.723, 2.696, 2.794], [-3.647, 3.472, 3.611], [-4.032, 2.732, 4.898], [-3.377, 3.331, 6.141], [-5.461, 2.827, 5.007], [2.570, 0.206, 0.221], [2.346, 1.305, 1.176], [2.618, 2.722, 0.713], [1.955, 1.085, 2.289], [3.170, -0.922, 0.922], [2.376, -1.756, 1.899], [4.334, -1.162, 0.730], [-2.446, -2.249, -2.448], [-3.351, -3.780, -2.420], [-2.803, -3.115, -3.959], [-1.299, -4.880, -3.463], [-1.074, -4.393, -1.787], [0.602, -3.863, -3.592], [-0.149, -2.431, -1.357], [1.479, -2.821, -1.950], [1.517, 0.712, -2.418], [3.464, -1.390, -1.568], [3.666, 0.147, -2.337], [2.429, -2.158, -3.929], [2.941, -0.592, -4.482], [0.838, -1.008, -0.075], [-1.370, 1.316, -1.190], [-1.049, -0.392, -0.854], [-3.488, 0.883, 0.027], [-2.639, 2.430, 0.267], [-4.449, 1.758, 1.978], [-3.163, 0.668, 2.623], [-2.250, 3.300, 2.136], [-3.174, 4.418, 3.874], [-4.579, 3.693, 3.071], [-3.749, 1.679, 4.799], [-3.302, 4.419, 6.050], [-2.379, 2.921, 6.305], [-3.974, 3.113, 7.033], [-5.717, 2.619, 5.910], [2.676, 2.735, -0.373], [3.521, 3.107, 1.190], [1.772, 3.295, 1.084], [2.198, -1.219, 2.827], [1.409, -2.069, 1.504], [2.946, -2.663, 2.092], [-3.850, 2.407, -1.939], [-4.680, 1.874, -2.618], [-4.881, 0.534, -2.586], [-5.859, 0.157, -3.572], [-6.664, 1.418, -3.841], [-5.614, 2.509, -3.628], [-5.331, -0.199, -4.460], [-6.462, -0.657, -3.175], [-7.126, 1.429, -4.824], [-7.454, 1.520, -3.101], [-5.047, 2.721, -4.536], [-6.032, 3.430, -3.233], [-2.862, 6.475, 5.871], [-3.148, 7.395, 6.578], [-2.936, 8.684, 6.225], [-3.279, 9.561, 7.310], [-4.246, 8.766, 8.177], [-3.748, 7.337, 7.970], [-2.362, 9.823, 7.843], [-3.718, 10.468, 6.902], [-4.257, 9.091, 9.215], [-5.259, 8.862, 7.784], [-2.959, 7.069, 8.674], [-4.543, 6.598, 8.011], [5.826, 3.663, 1.844], [6.418, 2.686, 2.200], [6.958, 2.547, 3.436], [7.665, 1.291, 3.528], [7.061, 0.429, 2.429], [6.691, 1.455, 1.372], [8.730, 1.479, 3.374], [7.521, 0.882, 4.525], [7.733, -0.350, 2.074], [6.154, -0.052, 2.797], [7.514, 1.663, 0.685], [5.803, 1.170, 0.813], [-9.816, 0.163, -6.019], [-9.953, -0.382, -4.965], [-9.235, -0.029, -3.867], [-9.528, -0.920, -2.775], [-10.893, -1.514, -3.100], [-10.868, -1.542, -4.627], [-8.746, -1.682, -2.730], [-9.522, -0.353, -1.848], [-11.056, -2.485, -2.638], [-11.679, -0.841, -2.757], [-10.420, -2.458, -5.016], [-11.848, -1.396, -5.072]],
  "spin_multiplicity": 1,
  "homo_ev": -8.129,
  "smiles": "CCNCO[C@H](CCC(F)(F)C(F)(F)C(F)(F)C(F)(F)C(F)(F)C(F)(F)C(F)(F)C(F)(F)F)[C@H](OCOCCNC[C@@H](C)O)N(C(C)=O)C(C)=O.O=C1CCCO1.O=C1CCCO1.O=C1CCCO1.O=C1CCCO1",
  "charge": 0
}


[2]
{
  "formula": "C41H41MoNPSi",
  "method": "wB97M-V/def2-TZVPD",
  "species": ["Mo", "C", "Si", "C", "N", "C", "C", "C", "C", "C", "C", "C", "C", "C", "C", "C", "C", "C", "C", "C", "C", "C", "H", "H", "H", "H", "H", "H", "H", "H", "H", "H", "H", "H", "H", "H", "H", "H", "H", "H", "H", "H", "H", "H", "H", "H", "C", "C", "C", "C", "C", "C", "P", "C", "C", "C", "C", "C", "C", "C", "C", "C", "C", "C", "C", "C", "C", "C", "C", "H", "H", "H", "H", "H", "H", "H", "H", "H", "H", "H", "H", "H", "H", "H", "H", "H"],
  "xyz": [[0.000, 0.000, 0.000], [-0.034, 0.000, 2.158], [1.604, -0.460, 2.662], [2.643, 0.289, 1.243], [2.105, 0.000, -0.034], [2.438, -1.357, -0.661], [3.503, -1.386, -1.801], [4.599, -0.395, -1.443], [4.007, 1.030, -1.394], [2.482, 1.017, -1.117], [2.052, 0.280, 4.296], [1.114, 0.999, 5.054], [1.477, 1.544, 6.289], [2.777, 1.375, 6.774], [3.713, 0.658, 6.026], [3.356, 0.112, 4.792], [1.817, -2.291, 2.894], [3.004, -2.940, 2.519], [3.160, -4.312, 2.745], [2.139, -5.041, 3.356], [0.964, -4.398, 3.755], [0.803, -3.026, 3.527], [-0.212, 1.088, 2.345], [-1.054, -0.376, 2.636], [3.715, 0.032, 1.339], [2.543, 1.380, 1.426], [1.521, -1.857, -1.039], [2.810, -1.994, 0.150], [3.060, -1.081, -2.774], [3.892, -2.420, -1.920], [5.464, -0.424, -2.140], [4.977, -0.691, -0.440], [4.142, 1.546, -2.369], [4.569, 1.603, -0.626], [1.940, 0.786, -2.069], [2.133, 2.035, -0.828], [0.102, 1.139, 4.698], [0.751, 2.098, 6.870], [3.056, 1.798, 7.731], [4.721, 0.528, 6.403], [4.091, -0.442, 4.221], [3.819, -2.390, 2.069], [4.077, -4.806, 2.452], [2.263, -6.101, 3.536], [0.176, -4.961, 4.239], [-0.110, -2.541, 3.848], [-4.044, -5.780, 0.380], [-3.526, -5.415, -0.860], [-2.826, -4.212, -1.002], [-2.635, -3.353, 0.091], [-3.166, -3.740, 1.334], [-3.864, -4.943, 1.477], [-1.733, -1.773, 0.000], [-0.681, -1.970, -1.478], [0.405, -2.863, -1.400], [1.259, -3.065, -2.487], [1.048, -2.372, -3.674], [-0.014, -1.477, -3.771], [-0.870, -1.278, -2.683], [-3.000, -0.515, -0.500], [-4.270, -0.929, -0.948], [-5.248, -0.008, -1.321], [-4.983, 1.354, -1.254], [-3.739, 1.819, -0.813], [-3.497, 3.204, -0.753], [-2.270, 3.706, -0.320], [-1.268, 2.826, 0.058], [-1.506, 1.455, 0.000], [-2.732, 0.895, -0.430], [-4.585, -6.715, 0.490], [-3.664, -6.064, -1.720], [-2.444, -3.957, -1.988], [-3.040, -3.105, 2.209], [-4.264, -5.224, 2.448], [0.594, -3.418, -0.482], [2.088, -3.763, -2.402], [1.712, -2.524, -4.521], [-0.180, -0.928, -4.695], [-1.685, -0.570, -2.805], [-4.533, -1.980, -1.019], [-6.219, -0.358, -1.662], [-5.763, 2.053, -1.548], [-4.272, 3.910, -1.045], [-2.102, 4.778, -0.280], [-0.304, 3.191, 0.397], [0.000, 0.000, -1.816]],
  "spin_multiplicity": 3,
  "s_squared": 2.4331,
  "homo_ev": [-9.983, -9.941],
  "charge": 1
}